{
  "formula": "C10H25BrN2S4V",
  "method": "ωB97M-V with the def2-TZVPD basis set",
  "symbols": ["Br", "V", "S", "S", "S", "S", "N", "N", "C", "C", "C", "C", "C", "C", "C", "C", "C", "C", "H", "H", "H", "H", "H", "H", "H", "H", "H", "H", "H", "H", "H", "H", "H", "H", "H", "H", "H", "H", "H", "H", "H", "H", "H"],
  "xyz": [[-0.1117, -1.8944, -1.0630], [0.3402, 0.1464, 0.2268], [2.0819, -0.4903, 1.7837], [1.0691, 2.3307, 0.8233], [-1.7066, 1.3361, -0.3381], [-1.0679, -0.7341, 1.9293], [4.2669, -0.3252, -3.9358], [1.8023, 0.4339, -1.6524], [-2.9434, 0.8787, 0.9228], [2.6999, 1.0391, 2.5679], [-1.3961, 3.0997, -0.0223], [-2.3367, 0.5157, 2.2689], [3.1509, -1.0614, -3.2038], [-0.3941, 3.3812, 1.0857], [-0.1211, -0.7801, 3.4749], [2.9022, -0.5402, -1.7883], [1.7240, 2.2035, 2.5169], [1.2438, -1.3616, 3.1440], [-2.3465, 3.5921, 0.1834], [4.1018, 0.6818, -3.9820], [3.8066, -0.1047, -1.3552], [2.9687, 0.8063, 3.5984], [2.2734, -0.9614, -3.8389], [-1.0392, 3.4907, -0.9755], [-3.1002, 0.1034, 2.9272], [-0.8050, 3.1595, 2.0698], [-3.4511, 0.0168, 0.4890], [3.4484, -2.1071, -3.1990], [4.3575, -0.6617, -4.8975], [-0.0932, 4.4278, 1.0680], [1.0450, 0.1534, -2.2724], [1.8969, -1.3878, 4.0151], [3.6253, 1.2876, 2.0492], [-0.0448, 0.2216, 3.8970], [-1.8833, 1.3773, 2.7595], [1.1474, -2.3837, 2.7750], [5.1735, -0.4629, -3.4845], [2.0943, 1.3721, -1.9057], [-0.6355, -1.4157, 4.1946], [2.6574, -1.4133, -1.1894], [2.2290, 3.1299, 2.7882], [0.8856, 2.0573, 3.1962], [-3.6768, 1.6792, 1.0083]],
  "nbo_charge": [-0.41, 0.20, 0.34, 0.31, 0.38, 0.39, -0.67, -0.84, -0.54, -0.54, -0.54, -0.53, -0.23, -0.52, -0.54, -0.26, -0.52, -0.53, 0.26, 0.44, 0.21, 0.26, 0.24, 0.25, 0.26, 0.22, 0.26, 0.25, 0.46, 0.26, 0.40, 0.26, 0.25, 0.22, 0.21, 0.26, 0.45, 0.38, 0.26, 0.27, 0.26, 0.22, 0.26],
  "charge": 2,
  "e_lumo_ev": [-5.841, -5.840],
  "homo_lumo_gap_ev": [7.5916, 6.9918],
  "multiplicity": 2,
  "homo_energy_ev": [-13.43, -12.83]
}

=====

{
  "formula": "C18H22N2O4S",
  "method": "ωB97M-V with the def2-TZVPD basis set",
  "symbols": ["S", "O", "O", "O", "O", "N", "N", "C", "C", "C", "C", "C", "C", "C", "C", "C", "C", "C", "C", "C", "C", "C", "C", "C", "C", "H", "H", "H", "H", "H", "H", "H", "H", "H", "H", "H", "H", "H", "H", "H", "H", "H", "H", "H", "H", "H", "H"],
  "xyz": [[3.6845, 0.8637, 1.1027], [3.5242, 0.8605, 2.5200], [-3.0298, 1.5614, 0.3791], [4.9195, 1.2810, 0.5228], [-4.8073, 0.4421, 0.9769], [2.4755, 1.8881, 0.4526], [-1.6389, 1.6485, 0.5220], [3.1217, -0.6811, 0.4082], [1.3429, 3.0643, -1.0517], [-2.5290, -1.6591, -0.9030], [-3.6233, 0.5911, 1.1110], [-1.2461, -1.2936, -1.6433], [0.4106, 2.4405, -0.1697], [-1.7142, -1.1161, 1.4747], [1.7940, -2.6508, 0.5893], [2.9427, -2.1408, -1.4652], [-2.2810, -2.1663, 0.5182], [3.4503, -0.9832, -0.8982], [2.5881, 2.6913, -0.6501], [-2.7734, -0.1871, 2.0857], [1.1575, 1.7251, 0.7386], [-1.0368, 2.4514, -0.2651], [2.3002, -1.4956, 1.1618], [-1.6817, 3.3254, -1.2920], [2.1142, -2.9678, -0.7219], [1.1105, 3.7026, -1.8802], [1.7196, -3.8689, -1.1671], [-1.3361, 4.3503, -1.1740], [-3.0427, -2.4462, -1.4601], [-1.4731, -1.0244, -2.6723], [0.8492, 1.1368, 1.5767], [2.0828, -1.2205, 2.1814], [3.1906, -2.3958, -2.4839], [4.1015, -0.3187, -1.4434], [-1.4060, 2.9828, -2.2884], [-0.9592, -0.5188, 0.9657], [-2.7631, 3.2900, -1.1910], [-3.1955, -0.7973, -0.8792], [-1.5791, -3.0028, 0.4625], [3.5604, 2.9276, -1.0313], [-3.2199, -2.5487, 0.9244], [-3.4651, -0.7719, 2.6947], [-1.2283, -1.6270, 2.3097], [1.1518, -3.2999, 1.1638], [-2.2633, 0.5420, 2.7196], [-0.7430, -0.4486, -1.1783], [-0.5563, -2.1358, -1.6525]],
  "nbo_charge": [2.32, -0.90, -0.39, -0.91, -0.56, -0.59, -0.16, -0.26, -0.28, -0.40, 0.80, -0.61, -0.09, -0.39, -0.20, -0.21, -0.40, -0.20, -0.05, -0.53, -0.03, 0.24, -0.22, -0.68, -0.18, 0.23, 0.22, 0.23, 0.20, 0.21, 0.24, 0.24, 0.22, 0.24, 0.23, 0.22, 0.25, 0.20, 0.19, 0.24, 0.21, 0.23, 0.20, 0.22, 0.24, 0.20, 0.20],
  "charge": 0,
  "e_lumo_ev": 0.085,
  "homo_lumo_gap_ev": 8.9572,
  "multiplicity": 1,
  "homo_energy_ev": -8.87
}

=====

{
  "formula": "CaH12NO9",
  "method": "ωB97M-V with the def2-TZVPD basis set",
  "symbols": ["Ca", "O", "O", "O", "O", "O", "O", "O", "O", "O", "N", "H", "H", "H", "H", "H", "H", "H", "H", "H", "H", "H", "H"],
  "xyz": [[-3.0341, 2.5163, 1.8277], [1.1127, -1.8838, 1.5669], [-1.5958, -1.7262, 2.3389], [1.9636, 2.6895, 2.5035], [-0.0300, -2.0128, -2.7199], [-2.2183, 0.3135, -2.5550], [-1.2262, 1.5472, 0.5090], [2.1185, -0.6354, -1.9784], [-0.4311, -0.2816, -0.0589], [0.9471, 1.1448, 0.6342], [-0.2095, 0.8333, 0.3801], [1.5627, 2.0045, 1.9685], [-2.5383, 0.8845, -3.2535], [0.5994, -2.7304, -2.7915], [-2.2366, -1.3246, 2.9257], [-2.1636, 0.8818, -1.7867], [2.0291, -1.6346, 1.4471], [2.1735, -0.4329, -1.0445], [-1.5428, -1.1265, 1.5947], [1.4639, 3.4791, 2.2964], [0.6429, -1.4075, 0.8823], [0.4511, -1.3151, -2.2749], [2.1618, 0.2170, -2.4117]],
  "nbo_charge": [1.94, -0.94, -0.89, -0.94, -0.96, -0.90, -0.80, -0.93, -0.41, -0.43, 0.73, 0.47, 0.47, 0.46, 0.44, 0.44, 0.46, 0.48, 0.45, 0.44, 0.46, 0.48, 0.48],
  "charge": 1,
  "e_lumo_ev": -8.082,
  "homo_lumo_gap_ev": 3.7682,
  "multiplicity": 1,
  "homo_energy_ev": -11.85
}

=====

{
  "formula": "C22H22N4O4",
  "method": "ωB97M-V with the def2-TZVPD basis set",
  "symbols": ["O", "O", "O", "O", "N", "N", "N", "N", "C", "C", "C", "C", "C", "C", "C", "C", "C", "C", "C", "C", "C", "C", "C", "C", "C", "C", "C", "C", "C", "C", "H", "H", "H", "H", "H", "H", "H", "H", "H", "H", "H", "H", "H", "H", "H", "H", "H", "H", "H", "H", "H", "H"],
  "xyz": [[-0.1258, -4.5418, -1.1743], [-4.0697, 1.3029, 1.9144], [0.4940, 1.6373, 1.6528], [-1.4378, -3.8896, 0.3971], [-0.6863, -3.6510, -0.5536], [0.4009, 1.5521, -2.3163], [1.5840, 2.3358, -0.1919], [-1.7575, -1.3560, 0.8638], [2.2705, -0.7651, 1.2864], [-5.0722, 1.8269, 1.1852], [-0.4632, -2.3213, -0.9358], [0.5177, 3.2540, -0.5335], [1.4553, 1.5493, 0.9074], [2.5390, 2.1216, -1.2540], [-1.0172, -1.2051, -0.2490], [0.3632, -2.0976, -2.0485], [3.2709, -1.6713, 1.5884], [-5.0676, 1.3129, -0.0717], [-0.2629, 2.7124, -1.7605], [0.6656, -0.8410, -2.4813], [4.8554, 0.1242, 1.7354], [3.8616, 1.0326, 1.4172], [-3.9786, 0.4051, -0.1171], [1.7820, 1.8816, -2.5915], [4.5637, -1.2280, 1.8123], [-2.2242, -0.2823, 1.7004], [-0.7228, 0.0733, -0.7464], [0.1221, 0.2857, -1.8221], [-3.4055, 0.4388, 1.1197], [2.5642, 0.5892, 1.1815], [4.0858, 2.0885, 1.3642], [-0.1265, 3.3465, 0.3416], [2.2677, 1.0867, -3.1526], [-1.2912, 2.4603, -1.5092], [3.0385, -2.7233, 1.6548], [-1.9789, -2.3148, 1.1165], [-1.4094, 0.4325, 1.8884], [-5.7075, 2.5413, 1.6691], [-0.2916, 3.4729, -2.5477], [1.7908, 2.7861, -3.2052], [0.9599, 4.2299, -0.7564], [3.1496, 1.2526, -1.0089], [5.8600, 0.4729, 1.9236], [1.2880, -0.7159, -3.3514], [1.2579, -1.0999, 1.1238], [5.3432, -1.9347, 2.0545], [0.7561, -2.9647, -2.5568], [-3.6733, -0.1890, -0.9538], [3.1934, 2.9971, -1.3430], [-5.7462, 1.5419, -0.8674], [-1.1504, 0.9062, -0.2206], [-2.5125, -0.7057, 2.6662]],
  "nbo_charge": [-0.40, -0.40, -0.64, -0.45, 0.53, -0.42, -0.43, -0.57, -0.13, 0.08, -0.10, -0.26, 0.70, -0.24, 0.25, -0.12, -0.21, -0.31, -0.23, -0.31, -0.21, -0.19, -0.32, -0.23, -0.21, -0.28, -0.33, 0.23, 0.27, -0.16, 0.22, 0.25, 0.22, 0.22, 0.22, 0.44, 0.25, 0.20, 0.20, 0.20, 0.20, 0.23, 0.22, 0.22, 0.22, 0.22, 0.25, 0.23, 0.19, 0.23, 0.23, 0.23],
  "charge": 0,
  "e_lumo_ev": -0.086,
  "homo_lumo_gap_ev": 8.0766,
  "multiplicity": 1,
  "homo_energy_ev": -8.16
}

=====

{
  "formula": "C31H32BrCeN7O4P",
  "method": "ωB97M-V with the def2-TZVPD basis set",
  "symbols": ["Ce", "Br", "P", "O", "O", "O", "O", "N", "N", "N", "N", "N", "N", "N", "C", "C", "C", "C", "C", "C", "C", "C", "C", "C", "C", "C", "C", "C", "C", "C", "C", "C", "C", "C", "C", "C", "C", "C", "C", "C", "C", "C", "C", "C", "C", "H", "H", "H", "H", "H", "H", "H", "H", "H", "H", "H", "H", "H", "H", "H", "H", "H", "H", "H", "H", "H", "H", "H", "H", "H", "H", "H", "H", "H", "H", "H", "H"],
  "xyz": [[0.0300, -0.1946, -0.3622], [-2.7290, -0.3833, -2.9305], [1.9396, 0.1393, 1.7962], [0.6056, -1.0347, -2.4360], [-0.7471, -0.4047, 1.7668], [2.2032, 3.2930, -1.8042], [1.7209, 1.2533, -0.9974], [-0.6054, 1.2629, -2.3944], [-2.7018, 0.6101, 0.1155], [1.3440, -2.8855, -0.2151], [-0.5020, 2.3935, 0.4128], [-1.7237, 3.9033, 1.4402], [-4.0212, 1.8504, 1.3608], [-1.2156, -2.3742, -0.2113], [0.2756, 3.4958, 0.6683], [-0.8781, -3.2592, -1.3201], [-0.7917, 2.8062, -4.6928], [-2.1884, -2.2973, 2.0296], [-3.3598, -2.5695, 4.1403], [-1.5776, -1.0995, 2.4903], [2.8252, -1.6477, -1.7958], [-1.8972, -0.6841, 3.8014], [1.5044, 1.4241, 3.0395], [-1.8828, -2.8906, 0.7541], [3.7618, -0.4867, -4.1384], [-2.7624, -1.3935, 4.6005], [2.3610, -2.1615, -0.5088], [-3.9034, -0.0256, 0.2620], [3.6851, 0.6285, 1.4883], [4.6708, -1.0316, -3.2307], [-1.6989, 2.6651, 0.8923], [-0.4676, 4.4420, 1.3043], [4.1960, -1.5813, -2.0618], [0.2569, 2.9857, -3.8070], [1.5410, 2.2756, -1.7506], [1.8926, -1.0665, -2.6986], [-3.0575, -3.0069, 2.8744], [-4.7365, 0.7277, 1.0328], [2.4110, -0.4953, -3.8770], [-2.7949, 1.7341, 0.7916], [2.1178, -1.2812, 2.9533], [-1.7228, 1.8074, -4.4424], [-1.5633, 1.0725, -3.2845], [0.6271, -3.6170, -1.2547], [0.3256, 2.1849, -2.6807], [-0.2188, 5.4264, 1.6590], [0.4872, 1.2431, 3.3831], [-1.4326, 0.2241, 4.1681], [-2.2569, -3.9122, 0.6398], [1.3061, 3.5514, 0.3597], [2.9195, -1.0875, 3.6640], [4.8844, -2.0066, -1.3393], [-4.0942, -0.9798, -0.1981], [-4.3557, 2.5916, 1.9508], [-2.9767, -1.0402, 5.6012], [2.1944, 1.3644, 3.8797], [-5.7505, 0.5750, 1.3568], [-2.5086, 4.3706, 1.8584], [-4.0313, -3.1303, 4.7749], [4.1905, -0.0957, 0.8483], [0.7209, -4.6624, -0.9523], [-1.0757, -2.7478, -2.2584], [1.0345, 3.7209, -3.9563], [1.1750, -1.3929, 3.4908], [1.0790, -3.5039, -2.2411], [4.2336, 0.7335, 2.4230], [-3.4977, -3.9255, 2.5020], [-1.4734, -4.1745, -1.2849], [2.9898, -1.9069, 0.3494], [3.6755, 1.5792, 0.9532], [5.7310, -1.0172, -3.4410], [1.5595, 2.4167, 2.5967], [-0.8803, 3.4142, -5.5831], [-2.5374, 1.5955, -5.1179], [2.3112, -2.2132, 2.4213], [1.7064, -0.0553, -4.5738], [4.1249, -0.0381, -5.0543]],
  "lowdin_charge": [1.12, 0.92, 0.84, -0.22, -0.30, 0.09, -0.17, 0.00, 0.06, 0.05, 0.09, 0.13, 0.13, -0.06, -0.10, -0.19, -0.02, -0.13, -0.08, -0.33, -0.15, -0.01, -0.22, -0.06, -0.06, -0.06, -0.17, -0.14, -0.22, -0.07, -0.24, -0.04, -0.03, 0.03, -0.59, -0.35, -0.03, -0.04, 0.01, -0.25, -0.22, -0.07, -0.66, -0.16, -0.15, 0.13, 0.03, 0.11, 0.14, 0.11, 0.05, 0.12, 0.10, 0.16, 0.11, 0.06, 0.12, 0.16, 0.11, 0.04, 0.13, 0.07, 0.13, 0.04, 0.12, 0.05, 0.12, 0.12, 0.09, 0.05, 0.11, 0.03, 0.12, 0.11, 0.04, 0.12, 0.11],
  "charge": 1,
  "e_lumo_ev": -4.100,
  "homo_lumo_gap_ev": 6.2383,
  "multiplicity": 1,
  "homo_energy_ev": -10.34
}

=====

Taking the records one at a time from the top gives E values of -152815.02782, -41026.73133, -38538.34619, -37318.82995, -143546.53168 eV.
Taking the records one at a time from the top gives ΔE to the lowest compared entry with this formula, charge and spin values of 58.9, 287.3, 788.0, 624.1, 0.0 kJ/mol.